1.
Molecular formula: C18H24N2O2S
Method: DFT, wB97M-V/def2-TZVPD

```
47
Properties=species:S:1:pos:R:3:forces:R:3:nbo_charge:R:1
C 1.219113 -1.857234 1.172862 0.069 0.052 0.202 -0.602
C 1.136641 -2.037609 2.683710 -0.018 -0.116 -0.088 -0.413
C -0.037129 -2.924968 3.113921 -0.019 0.238 0.097 -0.400
H -0.224610 -3.674640 2.344007 0.000 -0.113 0.028 0.191
C -1.321407 -2.155614 3.442507 0.290 -0.217 0.277 -0.218
N -1.896358 -1.371585 2.357960 -0.023 -0.153 0.150 -0.446
C -1.607222 -0.052521 2.343041 -0.223 0.313 -0.151 0.679
O -0.856355 0.463230 3.151066 0.246 0.227 0.155 -0.632
C -2.264158 0.838743 1.295457 0.261 0.049 -0.381 -0.630
H -1.924512 1.861189 1.463274 -0.069 -0.128 0.120 0.261
H -3.351420 0.813938 1.382890 0.043 0.032 -0.047 0.250
S -1.928017 0.403057 -0.437627 -0.102 0.105 0.054 0.270
C -0.258336 0.905750 -0.709712 -0.090 0.225 0.740 -0.109
C 0.545838 1.400480 0.255551 -0.405 -0.102 -0.109 -0.345
C 1.905983 1.809487 -0.008964 0.171 0.038 -0.171 0.638
O 2.646926 2.262445 0.846102 -0.032 0.029 0.249 -0.619
N 2.348639 1.658570 -1.321788 0.160 0.098 0.218 -0.399
C 1.562175 1.150476 -2.323113 -0.527 -0.259 -0.294 0.194
C 2.047410 1.009322 -3.630814 0.120 0.052 0.035 -0.254
C 1.249856 0.497594 -4.628895 -0.075 -0.012 0.063 -0.176
C -0.057956 0.107519 -4.362077 -0.069 -0.050 -0.095 -0.239
C -0.554048 0.239019 -3.087090 0.129 0.054 0.057 -0.185
C 0.232925 0.756926 -2.054673 0.256 -0.009 -0.304 -0.065
H -1.568062 -0.057283 -2.863861 -0.077 -0.041 -0.087 0.221
H -0.677414 -0.293217 -5.149076 -0.063 -0.037 -0.064 0.217
H 1.647424 0.399986 -5.628041 0.051 -0.001 -0.071 0.216
H 3.055991 1.302659 -3.868950 0.093 0.035 0.016 0.220
C 3.710876 2.065041 -1.595331 0.296 0.130 0.118 -0.430
H 4.124104 2.428298 -0.654268 -0.025 -0.058 -0.209 0.264
H 4.304921 1.220255 -1.946741 -0.009 0.020 -0.047 0.200
H 3.735047 2.868511 -2.332751 0.012 -0.040 -0.034 0.201
H 0.249861 1.506157 1.286362 -0.073 -0.011 0.106 0.257
C -2.903352 -2.014505 1.538644 -0.088 -0.180 -0.359 -0.201
C -2.337199 -2.952001 0.474198 -0.080 0.087 0.157 -0.620
H -1.645025 -2.422251 -0.173758 0.060 0.005 -0.031 0.223
H -1.823726 -3.795392 0.924782 0.042 -0.113 0.018 0.206
H -3.154108 -3.332455 -0.133696 -0.087 -0.100 -0.086 0.213
H -3.562414 -2.586109 2.203555 -0.011 0.150 -0.056 0.195
H -3.510501 -1.257646 1.043137 -0.033 -0.059 0.124 0.199
H -1.100248 -1.455797 4.253608 -0.099 -0.164 -0.062 0.235
H -2.083262 -2.862465 3.785646 -0.024 0.074 -0.025 0.191
H 0.231505 -3.458388 4.028741 -0.043 -0.080 -0.003 0.210
H 1.045583 -1.061660 3.160114 0.077 -0.002 0.079 0.227
H 2.069311 -2.489214 3.028354 0.008 0.035 0.040 0.200
H 0.307432 -1.414037 0.784313 -0.096 0.031 -0.128 0.196
H 1.373849 -2.814694 0.677304 -0.002 -0.095 -0.084 0.197
H 2.047768 -1.200117 0.918537 0.080 0.062 -0.117 0.212
```
Forces are in eV/Å.

Output
E_LUMO ... 0.231 eV
Relative energy (zero: lowest compared OMol25 entry of this formula, charge and spin) ... 0.727 eV
F_max ... 0.78 eV Å⁻¹
SMILES ... CCCCN(CC)C(=O)CSc1cc(=O)n(C)c2ccccc12
Energy ... -1358.5201 Eh
Kohn-Sham gap ... 8.58 eV



2.
Molecular formula: C18H24N2O5
Method: DFT, wB97M-V/def2-TZVPD

```
49
Properties=species:S:1:pos:R:3:forces:R:3:nbo_charge:R:1
C -3.455885 0.456228 -5.260095 -1.875 6.902 0.144 -0.578
C -4.885075 1.153822 -5.130871 2.589 -1.348 -0.154 -0.424
C -5.406489 0.889427 -3.817111 -0.766 -1.180 7.759 -0.375
C -4.599541 1.600055 -2.530624 -4.828 -9.617 2.590 -0.412
C -3.634657 0.817223 -1.724626 3.077 -10.029 -3.331 -0.335
C -2.821953 1.305566 -0.603842 2.492 1.262 -2.234 -0.406
C -1.951186 0.268309 0.239877 5.104 10.414 -6.434 0.108
C -0.637281 -0.111028 -0.802601 -5.298 -6.250 6.515 -0.354
H -0.878366 -1.090545 -1.245275 0.151 0.447 -0.148 0.222
C 0.354200 -0.291499 0.272127 4.292 -5.587 -5.324 -0.433
C 0.140987 0.625181 1.173118 -0.376 13.408 12.541 0.838
O 0.896688 1.261601 2.078283 -4.309 -3.794 -5.525 -0.596
O -1.318197 1.269917 1.218502 3.053 -6.264 -1.655 -0.490
C 1.827100 -0.222905 -0.371954 0.231 4.470 6.672 -0.431
C 2.945290 -0.750380 0.503528 0.152 -6.395 1.884 0.655
O 3.530652 -1.877631 0.160304 -1.844 5.397 0.992 -0.621
N 2.871462 -0.328540 1.889529 9.945 -14.428 -6.200 -0.562
C 3.817050 -0.816948 2.881695 0.387 -4.033 -10.015 0.127
C 3.712881 -0.097063 3.874456 0.537 2.810 13.283 -0.223
C 4.514374 -0.590615 5.107036 -2.130 4.732 -0.228 -0.109
C 5.558526 -1.380406 4.934703 -2.288 -3.728 -7.108 -0.046
C 5.703234 -2.297580 3.745413 -4.333 6.284 -3.376 -0.163
C 4.860221 -1.859456 2.574950 0.537 0.584 7.475 -0.166
H 4.927434 -2.435418 1.736969 -0.118 -0.789 -2.323 0.248
H 6.584345 -2.730245 3.413307 1.480 -1.524 0.344 0.233
N 6.284090 -1.794525 5.953370 -0.634 1.307 -0.684 0.531
O 7.062880 -2.587335 5.973404 8.890 -12.126 -5.252 -0.383
O 6.236041 -1.263943 6.927815 -4.372 10.099 12.334 -0.404
H 4.417575 -0.071854 6.157571 -0.022 -1.139 -2.347 0.263
H 2.879384 0.605104 4.174156 1.180 -0.729 -1.064 0.250
H 2.408613 0.363549 1.936955 -7.451 11.982 2.223 0.377
H 1.919237 -0.468188 -1.300391 0.100 -2.514 -5.465 0.231
H 2.051965 0.877552 -0.412529 -0.427 -0.462 0.010 0.225
H 0.294624 -1.220183 0.882392 -0.291 -0.186 -0.718 0.301
H -0.436569 0.529107 -1.475900 1.377 5.033 -4.536 0.200
H -2.425396 -0.555756 0.331901 -3.305 -5.558 2.589 0.177
H -2.135710 2.264354 -1.225669 -1.827 -2.522 2.939 0.193
H -3.586001 1.543810 0.053037 -1.020 2.094 1.888 0.210
H -2.882245 0.113531 -2.537360 -1.332 2.361 1.845 0.148
H -4.061564 -0.375801 -1.339745 0.077 3.503 -0.728 0.160
H -4.161769 2.310513 -2.868670 4.885 9.571 -3.636 0.174
H -5.213932 1.681885 -1.675529 -2.136 1.792 0.093 0.207
H -5.361266 -0.221657 -3.355643 -0.405 1.977 -1.953 0.203
H -6.410438 1.294597 -3.498402 0.570 -0.618 -1.335 0.217
H -4.587504 2.204030 -5.228163 -0.905 -0.008 -0.472 0.208
H -5.594860 0.749993 -5.824995 -0.172 0.328 -0.961 0.216
H -3.211277 0.665854 -6.248750 1.078 0.400 -1.833 0.203
H -2.830500 1.079165 -4.592796 0.123 -0.653 -0.406 0.192
H -3.311195 -0.490869 -5.122859 0.161 -5.673 1.326 0.194
```
Forces are in eV/Å.

Output
E_LUMO ... -0.238 eV
Relative energy (zero: lowest compared OMol25 entry of this formula, charge and spin) ... 21.529 eV
F_max ... 18.59 eV Å⁻¹
SMILES ... CCCCCC[C@H]1C[C@@H](CC(=O)Nc2ccc([N+](=O)[O-])cc2)C(=O)O1
Energy ... -1185.2933 Eh
Kohn-Sham gap ... 9.25 eV



3.
Molecular formula: C18H24N4O2
Method: DFT, wB97M-V/def2-TZVPD

```
48
Properties=species:S:1:pos:R:3:forces:R:3:nbo_charge:R:1
C -7.698988 -0.384763 0.720137 0.081 -0.004 -0.226 -0.608
C -7.062737 0.037575 -0.599464 -0.071 0.159 0.109 -0.397
C -6.497560 1.458140 -0.573898 0.155 -0.189 -0.026 -0.391
C -5.269311 1.599114 0.324197 -0.296 0.063 -0.384 -0.505
C -4.062782 0.877215 -0.255916 -0.165 0.205 0.465 0.693
O -3.959388 0.574382 -1.420695 0.007 -0.067 -0.282 -0.603
N -3.098127 0.640734 0.688637 0.048 0.044 0.411 -0.603
C -1.846282 0.045887 0.537341 0.318 -0.170 -0.170 0.164
C -1.010919 -0.009853 1.654327 -0.049 0.003 -0.094 -0.253
C 0.236767 -0.585751 1.562867 0.077 -0.067 -0.118 -0.140
C 0.691997 -1.108302 0.354171 -0.259 0.050 0.127 -0.176
C -0.151344 -1.068059 -0.752432 0.208 0.022 0.298 -0.179
C -1.407816 -0.501286 -0.666682 -0.209 0.063 -0.176 -0.210
H -2.055397 -0.479041 -1.526676 -0.009 -0.004 -0.001 0.252
H 0.150992 -1.510592 -1.690539 0.019 -0.039 -0.086 0.209
C 2.052529 -1.711326 0.330768 -0.069 0.009 -0.248 0.661
O 2.574678 -2.188562 1.321069 0.100 0.009 0.268 -0.630
N 2.676727 -1.682747 -0.875277 -0.034 0.064 -0.264 -0.617
H 2.262281 -1.170150 -1.636313 -0.063 -0.008 0.133 0.396
C 4.021221 -2.174037 -1.053326 0.334 -0.028 -0.040 -0.228
H 4.226168 -2.829675 -0.203405 0.001 -0.019 -0.172 0.233
H 4.069021 -2.757459 -1.977579 0.013 -0.012 0.125 0.202
C 5.053944 -1.045394 -1.100689 -0.226 -0.142 0.293 -0.406
H 4.800820 -0.343371 -1.899720 0.066 0.013 -0.025 0.202
H 6.033662 -1.470615 -1.324996 0.037 0.033 -0.045 0.214
C 5.119734 -0.291328 0.232391 -0.282 -0.435 -0.315 -0.207
N 6.083478 0.772541 0.181336 0.169 0.287 0.110 -0.342
C 5.855187 2.069907 -0.129825 -0.135 0.067 0.002 0.161
N 6.952279 2.773644 -0.157171 -0.111 0.570 -0.155 -0.459
C 7.950493 1.902663 0.142118 0.082 -0.258 0.042 -0.095
C 7.434357 0.656845 0.351959 0.298 -0.034 0.037 -0.113
H 7.896253 -0.273608 0.611246 0.072 -0.211 0.058 0.213
H 8.970193 2.227882 0.189239 0.237 -0.030 0.045 0.206
H 4.873419 2.457970 -0.318033 -0.286 -0.009 -0.024 0.191
H 5.385880 -0.984901 1.034775 -0.084 0.132 -0.013 0.218
H 4.142152 0.138853 0.465702 0.121 -0.059 0.063 0.214
H 0.884084 -0.641376 2.424873 0.042 -0.017 0.074 0.237
H -1.348598 0.399453 2.596456 -0.026 0.049 0.097 0.208
H -3.291642 0.965346 1.626634 -0.092 -0.038 -0.230 0.398
H -5.481652 1.228139 1.327776 0.067 0.049 0.075 0.211
H -5.000386 2.656524 0.407867 0.044 -0.026 0.091 0.235
H -6.207446 1.736693 -1.588239 -0.037 0.091 0.042 0.227
H -7.270929 2.151025 -0.235612 0.000 0.046 -0.022 0.201
H -7.819974 -0.013680 -1.384434 0.053 -0.061 -0.055 0.205
H -6.266047 -0.658447 -0.866246 -0.025 -0.040 -0.111 0.207
H -6.961913 -0.449715 1.517174 0.032 -0.021 0.143 0.193
H -8.162142 -1.363047 0.616009 -0.055 -0.090 0.087 0.214
H -8.466938 0.326560 1.018087 -0.096 0.048 0.090 0.200
```
Forces are in eV/Å.

Output
E_LUMO ... 0.509 eV
Relative energy (zero: lowest compared OMol25 entry of this formula, charge and spin) ... 0.043 eV
F_max ... 0.61 eV Å⁻¹
SMILES ... CCCCC(=O)Nc1ccc(C(=O)NCCCn2ccnc2)cc1
Energy ... -1069.8622 Eh
Kohn-Sham gap ... 9.17 eV



Q: Among the records above, which one has the highest F_max?
A: C18H24N2O5